[1]
The following is a DFT calculation (ωB97M-V/def2-TZVPD) of a structure of composition C38H55BrN2OPd.

Computed properties:
Frontier orbital gap (alpha / beta) (eV): 4.6733 / 4.9490
Charge: -2
DFT total energy (eV): -118849.4023
M (g/mol): 742.20
2S+1: 3
Energy above the lowest of the compared OMol25 structures with the same formula, charge and spin (eV): 0.132
Strongest force on any atom (eV/A): 0.31
⟨S²⟩: 2.0212

Atoms and positions in Å:
Pd (0.031, 0.861, -0.766)
C (5.443, -2.048, 4.295)
C (4.008, -1.944, 4.811)
C (3.967, -0.835, 5.873)
C (3.648, -3.281, 5.476)
C (3.018, -1.629, 3.692)
C (3.388, -1.466, 2.366)
C (2.443, -1.177, 1.400)
Br (3.035, -1.032, -0.409)
C (1.057, -0.997, 1.662)
O (0.194, -0.718, 0.769)
C (0.682, -1.209, 3.039)
C (1.652, -1.501, 3.980)
C (-0.799, -1.106, 3.420)
C (-1.607, -2.151, 2.637)
C (-1.038, -1.364, 4.912)
C (-1.329, 0.299, 3.096)
H (6.120, -2.271, 5.125)
H (5.768, -1.113, 3.833)
H (5.543, -2.844, 3.554)
H (4.665, -1.052, 6.690)
H (2.967, -0.734, 6.298)
H (4.237, 0.125, 5.429)
H (4.344, -3.511, 6.291)
H (3.687, -4.091, 4.745)
H (2.638, -3.256, 5.888)
H (4.419, -1.569, 2.051)
H (1.339, -1.648, 5.007)
H (-1.290, -3.161, 2.913)
H (-1.481, -2.028, 1.562)
H (-2.672, -2.050, 2.877)
H (-0.708, -2.365, 5.203)
H (-2.109, -1.285, 5.116)
H (-0.527, -0.633, 5.546)
H (-1.262, 0.495, 2.028)
H (-0.748, 1.057, 3.628)
H (-2.377, 0.385, 3.406)
C (-3.753, -4.474, -0.010)
C (-2.632, -3.680, -0.638)
C (-1.435, -4.298, -0.964)
C (-0.391, -3.522, -1.494)
C (0.946, -4.151, -1.801)
C (-0.572, -2.177, -1.696)
C (-1.775, -1.488, -1.365)
C (-2.803, -2.313, -0.836)
N (-1.799, -0.148, -1.566)
C (-3.058, 0.593, -1.573)
C (-2.778, 1.963, -2.201)
C (-3.598, 0.846, -0.153)
C (-4.136, -0.056, -2.464)
H (-3.496, -5.533, 0.053)
H (-4.679, -4.382, -0.584)
H (-3.961, -4.118, 1.003)
H (-1.298, -5.362, -0.794)
H (0.891, -5.241, -1.749)
H (1.701, -3.811, -1.087)
H (1.299, -3.872, -2.796)
H (0.244, -1.577, -2.087)
H (-3.735, -1.879, -0.505)
H (-2.012, 2.488, -1.635)
H (-3.690, 2.569, -2.221)
H (-2.408, 1.844, -3.222)
H (-2.857, 1.427, 0.401)
H (-3.766, -0.082, 0.395)
H (-4.537, 1.412, -0.178)
H (-3.669, -0.381, -3.396)
H (-4.908, 0.682, -2.702)
H (-4.630, -0.919, -2.021)
C (2.260, 0.738, -3.720)
C (0.779, 0.962, -4.038)
C (0.396, 0.233, -5.322)
C (0.445, 2.436, -4.042)
C (0.264, 3.142, -5.219)
C (-0.083, 4.491, -5.230)
C (-0.258, 5.141, -4.013)
C (-0.061, 4.496, -2.805)
C (-0.223, 5.194, -1.470)
C (-1.059, 6.470, -1.530)
C (1.147, 5.487, -0.850)
C (0.320, 3.116, -2.780)
N (0.542, 2.513, -1.605)
H (2.479, -0.330, -3.619)
H (2.525, 1.224, -2.780)
H (2.887, 1.148, -4.520)
H (0.204, 0.520, -3.216)
H (1.015, 0.547, -6.169)
H (-0.651, 0.408, -5.581)
H (0.538, -0.843, -5.192)
H (0.364, 2.622, -6.165)
H (-0.239, 5.016, -6.165)
H (-0.558, 6.184, -4.016)
H (-0.730, 4.488, -0.805)
H (-0.551, 7.254, -2.099)
H (-1.227, 6.855, -0.520)
H (-2.031, 6.291, -1.995)
H (1.690, 6.209, -1.468)
H (1.726, 4.567, -0.783)
H (1.039, 5.907, 0.156)

=====

[2]
The following is a DFT calculation (ωB97M-V/def2-TZVPD) of a structure of composition C3H4CaO2 in a non-equilibrium geometry.

Computed properties:
Frontier orbital gap (eV): 7.1016
DFT total energy (eV): -25706.4587
M (g/mol): 112.14
2S+1: 1
Energy above the lowest of the compared OMol25 structures with the same formula, charge and spin (eV): 0.251
Strongest force on any atom (eV/A): 2.80

Atoms and positions in Å:
C (-0.049, 2.072, 0.111)
C (0.174, 2.018, -1.221)
O (-0.124, -1.184, 0.349)
C (-0.617, -2.114, 1.030)
O (-1.878, -1.617, 1.460)
H (0.837, 2.401, 0.679)
H (0.941, 2.593, -1.757)
H (-2.471, -2.302, 1.780)
Ca (-1.394, 0.521, 0.985)
H (-0.747, 1.595, -1.820)

=====

[3]
The following is a DFT calculation (ωB97M-V/def2-TZVPD) of a cluster of 2 separate species, C6H13IN in total in a non-equilibrium geometry.

Computed properties:
Frontier orbital gap (eV): 8.7322
Charge: +1
DFT total energy (eV): -16014.2143
M (g/mol): 226.08
2S+1: 1
Energy above the lowest of the compared OMol25 structures with the same formula, charge and spin (eV): 2.280
Strongest force on any atom (eV/A): 4.22

Atoms and positions in Å:
C (0.616, 3.640, 0.148)
C (0.967, 2.725, -0.776)
C (-1.980, -2.614, 0.205)
C (-1.213, -1.202, 0.500)
C (0.849, 0.244, 0.346)
C (0.172, -1.024, 0.031)
N (0.727, -2.057, -0.552)
I (2.879, 0.139, -0.248)
H (-0.266, 4.254, 0.042)
H (1.209, 3.989, 1.064)
H (0.384, 2.735, -1.725)
H (-2.008, -2.725, -0.920)
H (-1.243, -3.418, 0.520)
H (-2.911, -2.459, 0.804)
H (-1.880, -0.423, 0.197)
H (-1.217, -1.144, 1.645)
H (0.398, 1.134, -0.299)
H (0.695, 0.587, 1.342)
H (0.119, -2.791, -0.860)
H (1.707, -2.254, -0.522)
H (1.995, 2.665, -0.944)

=====

[4]
The following is a DFT calculation (ωB97M-V/def2-TZVPD) of a structure of composition C14H28N2O4S3W in a non-equilibrium geometry.

Computed properties:
Frontier orbital gap (alpha / beta) (eV): 6.3731 / 6.3680
Charge: +2
DFT total energy (eV): -60456.5272
M (g/mol): 568.43
2S+1: 1
Strongest force on any atom (eV/A): 5.56

Atoms and positions in Å:
W (-0.623, 0.151, -0.234)
C (-3.717, 0.306, 0.091)
C (-3.379, 0.171, 1.576)
S (-1.608, -0.107, 1.897)
C (-1.194, 1.430, 2.787)
C (0.091, 2.071, 2.275)
S (0.243, 2.203, 0.466)
C (-1.072, 3.403, 0.052)
C (-2.495, 2.849, -0.057)
S (-2.560, 1.262, -0.945)
H (-4.719, 0.733, -0.020)
H (-3.762, -0.696, -0.351)
H (-3.925, -0.688, 1.982)
H (-3.745, 1.040, 2.131)
H (-1.072, 1.179, 3.846)
H (-2.008, 2.156, 2.741)
H (0.946, 1.475, 2.616)
H (0.216, 3.066, 2.716)
H (-0.793, 3.827, -0.920)
H (-1.043, 4.235, 0.764)
H (-3.113, 3.565, -0.611)
H (-2.950, 2.772, 0.931)
O (-0.266, -1.497, 0.162)
O (1.243, 0.099, -0.895)
C (1.980, -0.852, -0.667)
C (3.438, -0.864, -1.043)
C (4.344, -1.026, 0.187)
C (3.787, -0.443, 1.501)
C (2.786, -1.367, 2.224)
C (1.437, -1.568, 1.519)
N (1.626, -1.924, 0.133)
H (3.662, 0.088, -1.538)
H (3.624, -1.659, -1.773)
H (5.301, -0.540, -0.038)
H (4.575, -2.089, 0.331)
H (3.345, 0.546, 1.331)
H (4.635, -0.292, 2.181)
H (2.593, -0.965, 3.226)
H (3.259, -2.347, 2.366)
H (0.840, -0.651, 1.584)
H (0.878, -2.377, 1.998)
H (2.181, -2.761, 0.006)
N (-0.479, -1.182, -4.433)
C (-1.772, -1.746, -3.895)
C (-1.956, -1.352, -2.411)
O (-2.994, -1.760, -1.848)
O (-0.974, -0.651, -2.012)
H (-0.263, -1.386, -5.405)
H (0.252, -1.498, -3.778)
H (-0.513, -0.173, -4.226)
H (-1.712, -2.831, -4.008)
H (-2.574, -1.336, -4.513)

=====

[5]
The following is a DFT calculation (ωB97M-V/def2-TZVPD) of an isolated molecule of C6H9N.

Computed properties:
Frontier orbital gap (eV): 10.4047
DFT total energy (eV): -7855.2039
M (g/mol): 95.14
2S+1: 1
Energy above the lowest of the compared OMol25 structures with the same formula, charge and spin (eV): 2.956
Strongest force on any atom (eV/A): 0.58
SMILES: CC#CC[C@H]1CN1

Atoms and positions in Å:
C (1.857, -2.334, 0.804)
C (0.765, -1.385, 1.011)
C (-0.083, -0.540, 1.151)
C (-0.965, 0.618, 0.952)
C (-0.297, 1.422, -0.153)
C (-0.380, 0.935, -1.541)
N (-1.130, 2.124, -1.119)
H (1.571, -3.111, 0.090)
H (2.163, -2.808, 1.744)
H (2.718, -1.808, 0.374)
H (-1.111, 1.217, 1.861)
H (-1.956, 0.291, 0.616)
H (0.642, 1.888, 0.148)
H (-0.992, 0.059, -1.754)
H (0.487, 1.045, -2.188)
H (-0.652, 2.963, -1.436)

=====

[6]
The following is a DFT calculation (ωB97M-V/def2-TZVPD) of an isolated molecule of C6H9NO in a non-equilibrium geometry.

Computed properties:
Frontier orbital gap (eV): 9.6718
DFT total energy (eV): -9896.7839
M (g/mol): 111.14
2S+1: 1
Energy above the lowest of the compared OMol25 structures with the same formula, charge and spin (eV): 8.820
Strongest force on any atom (eV/A): 11.98
SMILES: O[C@]12C[C@@H]1N[C@H]1C[C@H]12

Atoms and positions in Å:
C (-0.857, 0.374, -0.421)
C (-1.966, -0.616, -0.537)
C (-0.557, -0.756, 0.141)
C (1.114, 0.395, 0.555)
C (1.709, 0.050, -0.705)
C (0.505, 0.851, -0.732)
H (-1.114, 1.534, 1.304)
H (-1.966, -1.594, -1.308)
H (-2.892, -0.272, -0.054)
H (-0.079, -1.594, -0.583)
H (0.676, -1.612, 1.689)
H (1.501, 1.277, 1.180)
H (2.829, 0.163, -0.707)
H (1.672, -1.006, -1.050)
H (0.653, 1.862, -0.624)
N (0.180, -0.593, 1.441)
O (-1.409, 1.537, 0.412)

=====

Q: Among the records above, which one has the lowest M?
A: C6H9N